No. 1
{"formula": "C18H45F6MnN3O6P", "method": "ωB97M-V/def2-TZVPD", "symbols": ["C", "H", "F", "C", "F", "C", "H", "N", "N", "H", "H", "H", "H", "N", "H", "C", "H", "H", "H", "H", "O", "H", "O", "H", "H", "H", "H", "C", "F", "C", "H", "O", "C", "O", "C", "C", "H", "H", "C", "C", "H", "O", "H", "H", "C", "H", "F", "C", "H", "H", "H", "H", "H", "F", "H", "P", "F", "Mn", "H", "H", "H", "H", "C", "H", "C", "H", "H", "H", "H", "H", "C", "C", "H", "O", "H", "H", "H", "H", "H", "C"], "coordinates": [[-19.079, 13.419, -8.020], [-19.908, 17.238, -8.189], [-18.744, 15.462, -10.044], [-15.304, 20.530, -8.723], [-17.028, 14.178, -10.778], [-19.176, 16.784, -3.635], [-21.325, 12.672, -5.468], [-18.019, 13.149, -7.025], [-16.765, 14.396, -4.364], [-20.571, 14.547, -6.770], [-19.395, 9.043, -5.042], [-20.044, 17.339, -3.990], [-13.562, 14.363, -5.139], [-16.208, 16.892, -6.731], [-13.293, 13.731, -7.514], [-19.852, 14.622, -7.585], [-14.925, 15.531, -4.024], [-17.155, 14.979, -3.638], [-14.949, 16.257, -8.205], [-18.765, 11.879, -3.164], [-18.225, 16.710, -4.676], [-16.656, 17.386, -7.490], [-18.365, 10.363, -6.141], [-17.264, 18.346, -3.788], [-14.846, 21.088, -7.906], [-16.223, 21.083, -8.920], [-16.261, 12.036, -6.725], [-17.802, 10.722, -7.325], [-15.501, 15.886, -10.474], [-19.411, 16.946, -7.264], [-14.513, 14.316, -8.618], [-19.403, 12.998, -4.701], [-17.170, 13.097, -3.849], [-14.957, 14.225, -6.540], [-17.108, 12.087, -7.409], [-14.499, 13.813, -5.232], [-18.554, 17.592, -7.073], [-13.824, 18.381, -8.636], [-16.245, 17.700, -5.460], [-18.748, 9.002, -5.919], [-18.981, 13.656, -2.792], [-18.924, 15.593, -7.192], [-17.095, 9.922, -7.544], [-14.737, 12.761, -8.018], [-20.706, 12.486, -4.590], [-16.603, 12.217, -8.366], [-16.988, 15.236, -8.677], [-15.387, 14.574, -4.267], [-18.542, 13.534, -8.962], [-17.868, 8.378, -5.762], [-15.866, 18.681, -5.748], [-16.843, 12.417, -4.636], [-19.755, 12.599, -8.264], [-17.168, 17.123, -9.489], [-21.210, 12.969, -3.754], [-17.141, 15.743, -10.250], [-17.372, 16.274, -11.771], [-17.134, 15.046, -6.421], [-15.057, 14.219, -3.291], [-14.095, 16.503, -6.737], [-18.856, 17.377, -2.778], [-20.664, 11.400, -4.512], [-14.555, 18.378, -7.827], [-19.236, 8.676, -6.837], [-14.868, 16.945, -7.364], [-16.684, 12.959, -2.884], [-20.458, 14.926, -8.439], [-13.989, 18.969, -7.108], [-19.691, 15.857, -3.384], [-18.531, 12.825, -6.218], [-14.366, 13.738, -7.706], [-18.669, 12.906, -3.519], [-14.712, 20.557, -9.638], [-15.642, 19.286, -8.190], [-18.262, 18.607, -5.276], [-14.225, 12.768, -5.087], [-15.507, 17.282, -4.776], [-18.598, 10.496, -8.034], [-20.092, 17.220, -6.458], [-17.569, 17.946, -4.755]], "atomic_forces_ev_per_a": [[0.8116, -0.4747, -0.6540], [0.3850, -0.6081, -0.3119], [0.3679, 0.8621, -0.3172], [0.0372, 1.0009, 0.7826], [0.1463, 0.7792, 0.7938], [-1.9309, 0.6315, -0.3450], [0.4462, 0.4008, -0.2394], [-0.2725, -1.0348, -0.6805], [-2.5160, 0.6888, 0.7931], [0.0217, -0.8466, 0.2586], [0.0981, -0.2959, -0.2003], [-0.1455, 0.4957, -0.2784], [0.5496, -0.4186, 0.2574], [0.4799, 0.7620, 1.1360], [0.1927, -0.4326, -0.3556], [-0.9636, 0.2953, -0.6553], [-1.0934, 0.8860, -1.3622], [-0.3536, 1.0891, -0.4787], [0.0713, 0.4856, -0.1695], [-0.0202, 0.0509, 0.6757], [-0.0240, -0.8211, 1.5484], [-1.1988, 0.3600, 0.0916], [-0.0496, 0.5949, 1.4507], [-0.4548, 0.1017, 0.2091], [0.6512, 0.3774, -0.2264], [-0.1805, -0.3759, -0.1253], [-0.0663, 0.0195, 0.3920], [1.6293, -0.4727, -0.9306], [-1.2695, -0.2983, 0.8811], [0.2769, 0.8385, 0.5775], [-0.4116, 0.7411, 0.5234], [-0.3789, 0.6112, -0.9364], [-0.5618, -0.7309, -0.0525], [-2.0948, -0.2607, 0.3805], [-0.7811, -0.5114, 0.7709], [1.0501, 2.2409, -1.2194], [-0.1648, -0.1338, -0.5571], [-0.1880, -0.5617, -0.4822], [0.6450, 1.2415, -1.3700], [-0.6026, 0.3666, -0.0721], [-0.2208, -0.1435, 0.2719], [-1.5113, 1.7782, -0.3994], [0.3412, -0.5271, -0.5027], [0.3598, -0.3259, 0.4846], [-0.7144, -0.1122, 0.1086], [-0.7396, 0.0105, -0.3926], [1.4724, -2.3599, 0.3057], [3.8931, -1.4921, 2.3177], [-0.3321, 0.7312, -0.0410], [0.3196, 0.0869, 0.1106], [0.1102, 0.2491, 0.3199], [-0.0191, -0.7893, 0.5792], [-0.2340, -0.4806, 0.6319], [-0.6294, 2.0125, -1.1879], [-0.1499, -0.3834, 0.2016], [0.5036, -1.2871, -2.9540], [-0.0557, -0.0752, 1.9910], [0.5194, 0.1252, 0.0292], [0.0942, -0.9679, 0.5307], [0.0901, 0.5792, 0.2404], [0.4452, -0.5432, 0.2310], [-0.1201, -0.1684, 0.5487], [1.2892, 2.4144, -0.5211], [-0.2033, -0.3062, 0.0653], [-0.5116, 0.1958, -0.5321], [0.4732, -0.5603, -0.0944], [0.2173, 0.3708, -0.1797], [0.0762, -0.3552, 0.8496], [0.9269, -0.5131, 0.0986], [0.1117, 0.1575, 0.8517], [1.6435, -0.7689, -0.7012], [1.4764, 0.0000, -0.9102], [0.2271, -0.4642, 0.0930], [-0.7603, -3.1687, 0.1850], [0.3711, 0.5879, 0.0392], [-0.8647, -0.2913, -0.2000], [-0.1990, -0.1232, -0.0204], [-0.4792, 0.3312, -0.9059], [-0.2921, -0.6432, 0.2410], [0.9379, -0.4232, -1.2863]], "mulliken_spin": [0.0263, 0.0030, 0.0012, -0.0001, 0.0009, -0.0002, -0.0019, 0.0089, 0.0968, 0.0060, 0.0054, 0.0001, -0.0008, -0.1097, 0.0023, 0.0015, -0.0077, 0.0137, -0.0130, 0.0001, 0.0348, 0.0372, 0.6731, 0.0002, 0.0001, -0.0001, 0.0252, 0.0682, 0.0005, 0.0261, -0.0025, 0.0173, 0.0335, 0.0515, 0.0688, 0.0067, -0.0036, 0.0000, 0.0677, 0.0027, -0.0011, 0.0128, 0.0499, 0.0002, -0.0008, 0.0047, 0.0312, -0.0087, 0.0057, 0.0430, 0.0033, -0.0103, 0.0103, 0.0010, 0.0008, 0.0123, 0.0000, 4.5435, 0.0037, 0.0090, 0.0005, 0.0010, 0.0024, 0.0303, 0.0696, 0.0045, -0.0024, 0.0003, 0.0005, -0.0355, 0.0135, 0.0029, 0.0000, 0.0005, -0.0018, 0.0013, -0.0162, 0.0669, -0.0007, 0.0118], "e_lumo_ev": [-5.4, -11.7], "e_homo_ev": [-13.8, -13.8], "charge": 2, "multiplicity": 7, "e_tot_ha": -3419.51309, "orbital_gap_ev": [8.43, 2.09]}

=====

No. 2
{"formula": "C8H15ClN5", "method": "ωB97M-V/def2-TZVPD", "symbols": ["H", "H", "H", "H", "N", "C", "C", "N", "H", "C", "H", "H", "C", "H", "H", "C", "H", "N", "H", "C", "H", "C", "H", "C", "Cl", "H", "N", "N", "H"], "coordinates": [[-2.668, -1.724, 1.490], [1.762, -0.681, -1.971], [-1.727, 0.255, -1.671], [0.436, 1.158, 1.899], [2.022, -0.223, 1.197], [1.458, 1.102, 1.263], [-1.105, -1.721, -1.038], [2.012, -0.121, -1.176], [1.209, 2.715, 0.147], [-0.965, -2.226, 0.403], [0.310, 2.328, -2.457], [-1.470, -3.273, 0.627], [-1.666, -1.203, 1.326], [1.742, 1.694, -3.086], [-0.278, -1.712, -1.618], [2.264, -0.730, 0.072], [0.044, -2.237, 0.539], [2.141, 2.119, 1.949], [-1.051, -0.899, 2.119], [1.368, 1.106, -1.199], [3.099, 2.240, 1.545], [-1.825, -0.016, 0.399], [-1.964, -2.163, -1.507], [-1.556, -0.304, -0.857], [3.122, -2.253, -0.127], [-2.256, 0.924, 0.915], [1.059, 1.719, -2.322], [1.163, 1.739, -0.089], [2.305, 2.113, 2.902]], "atomic_forces_ev_per_a": [[1.1311, 1.4317, 0.8499], [0.3235, -0.6136, -0.1620], [-0.5462, 2.3883, -2.7929], [1.8155, -1.1860, -1.8281], [0.2298, 0.1492, -0.7243], [-3.9293, 0.3894, 1.8048], [-3.7409, 0.6900, 2.2165], [-1.3154, 1.4987, -0.2465], [-0.4512, 0.7574, -1.1217], [-2.8685, -1.8761, -0.0320], [-1.1814, 1.1343, 0.4060], [1.5652, 1.9292, -0.8415], [-1.2297, -1.0555, -2.7451], [-0.6630, -0.3402, 0.2730], [2.6987, -0.8111, -1.9530], [0.7181, -0.2978, 0.2541], [2.8485, -0.5884, 1.1569], [3.1557, 1.1313, -3.2327], [0.2237, -0.1997, 1.8285], [0.7907, 0.2107, 1.1117], [-0.9351, 0.0003, 0.3503], [-1.3886, 1.4303, 2.1565], [-0.0343, -0.8188, -0.8107], [0.6221, -1.3499, 2.4633], [-0.7886, 0.9230, 0.2129], [0.7179, -1.2753, -1.5281], [2.1139, -1.1881, -2.4549], [0.6063, -1.7934, 3.0222], [-0.4885, -0.6699, 2.3669]], "nbo_charge": [0.2329, 0.4423, 0.1952, 0.2183, -0.4367, 0.2436, -0.4350, -0.6219, 0.4636, -0.3859, 0.4370, 0.2252, -0.4570, 0.4306, 0.1772, 0.4250, 0.1889, -0.8365, 0.2142, 0.7046, 0.3632, -0.1705, 0.2264, -0.2249, 0.0828, 0.2183, -0.7778, -0.5510, 0.4079], "e_lumo_ev": -3.7, "e_homo_ev": -12.4, "charge": 1, "multiplicity": 1, "de_lowest_kj_mol": 36.20, "e_tot_ha": -1047.50449, "orbital_gap_ev": 8.67}